<i>
Computed, not measured: 2 unconnected molecules or ions with the total composition C10H10N2, with ωB97M-V/def2-TZVPD.

Its HOMO-LUMO gap is 10.0 eV. The SMILES is c1ccncc1.c1ccncc1. As for the total charge: 0.

CARTESIAN COORDINATES (ANGSTROEM)
C1 -0.380 1.258 2.961
C2 -0.512 -1.392 -3.113
C3 0.676 -0.883 2.522
H1 -0.561 -2.312 -3.754
H2 1.669 -0.378 -1.190
H3 -1.984 1.431 -1.727
H4 0.852 -1.945 3.024
N1 0.682 -1.319 -2.534
H5 0.441 1.756 -0.962
C4 -1.432 -0.438 -2.874
H6 1.861 -1.285 0.721
C5 -1.231 0.655 -1.924
C6 0.028 0.782 -1.495
N2 0.301 1.752 1.915
H7 1.404 1.403 0.161
C7 1.302 -0.392 1.348
H8 -1.109 1.865 3.436
C8 -0.275 -0.050 3.235
C9 1.100 0.898 1.082
H9 -1.076 -0.582 3.955
C10 0.820 -0.312 -1.732
H10 -2.578 -0.513 -3.055



<ii>
Computed, not measured: 2 unconnected molecules or ions with the total composition C10H10N2, with ωB97M-V/def2-TZVPD.

Its HOMO-LUMO gap is 9.2 eV. The SMILES is c1ccncc1.c1ccncc1. As for the total charge: 0.

CARTESIAN COORDINATES (ANGSTROEM)
C1 0.891 -0.483 -0.356
C2 -1.522 1.211 0.179
C3 -0.878 0.050 0.586
H1 -3.360 2.039 -0.572
H2 4.334 0.897 0.503
H3 -1.085 -2.070 0.768
H4 1.891 -2.380 -0.616
H5 0.148 0.048 0.916
C4 2.395 1.330 -0.004
H6 -1.030 2.183 0.243
C5 -3.452 -0.099 -0.296
H7 -0.004 -1.010 -0.665
C6 3.406 0.382 0.203
H8 0.332 1.637 -0.137
C7 -1.572 -1.143 0.490
N1 -2.858 -1.239 0.077
C8 -2.836 1.144 -0.261
N2 3.318 -0.928 -0.098
H9 -4.472 -0.192 -0.649
C9 2.010 -1.278 -0.302
C10 1.105 0.843 -0.220
H10 2.742 2.286 0.245



<iii>
Computed, not measured: 2 unconnected molecules or ions with the total composition C10H10N2, with ωB97M-V/def2-TZVPD.

Its HOMO-LUMO gap is 10.1 eV. The SMILES is c1ccncc1.c1ccncc1. As for the total charge: 0.

CARTESIAN COORDINATES (ANGSTROEM)
H1 -3.193 -0.771 2.229
C1 -3.319 0.822 -0.768
C2 3.205 1.286 0.456
C3 -1.475 -0.661 -0.647
C4 3.948 0.164 0.162
C5 -3.656 0.487 0.537
H2 0.166 -0.085 -0.318
C6 -1.801 -1.056 0.652
H3 -0.556 -0.972 -1.181
H4 -4.073 1.442 -1.490
H5 3.797 -1.919 -0.417
H6 5.026 0.144 0.222
C7 3.248 -0.969 -0.282
C8 -2.914 -0.414 1.288
C9 1.268 -0.030 -0.156
H7 -1.309 -2.013 0.865
H8 1.150 2.015 0.454
H9 3.712 2.170 0.776
H10 -4.723 0.624 0.901
C10 1.809 1.192 0.298
N1 1.915 -1.137 -0.369
N2 -2.183 0.343 -1.243



Which of them is the least stable? Correct choice: <ii>.



<i>
Computed, not measured: a molecular structure, C6H12O3, with ωB97M-V/def2-TZVPD.

Its HOMO-LUMO gap is 9.3 eV. As for the total charge: 0.

CARTESIAN COORDINATES (ANGSTROEM)
C1 -0.941 0.079 0.547
O1 -1.110 0.190 1.909
H1 -1.719 0.534 -1.357
C2 0.574 -0.724 -1.030
H2 -2.359 1.587 -0.045
H3 0.266 -1.628 0.963
H4 2.100 -2.197 -0.868
O2 1.469 1.133 1.232
C3 0.558 1.248 0.170
H5 0.977 0.885 2.026
H6 2.614 -0.684 -1.670
H7 -1.063 -1.923 -0.232
H8 -0.056 2.154 0.275
C4 2.029 -1.108 -0.857
O3 0.071 -0.499 -2.133
C5 -2.058 0.574 -0.317
H9 -1.652 0.968 2.100
H10 2.430 -0.772 0.097
H11 -2.918 -0.093 -0.225
C6 -0.323 -1.217 0.146
H12 1.112 1.493 -0.733



<ii>
Computed, not measured: 2 unconnected molecules or ions with the total composition C6H12O3, with ωB97M-V/def2-TZVPD.

Its HOMO-LUMO gap is 9.1 eV. As for the total charge: 0.

CARTESIAN COORDINATES (ANGSTROEM)
O1 -1.372 0.888 -1.458
H1 -0.052 0.839 -1.675
H2 2.519 -1.355 -0.675
H3 3.166 0.123 0.050
O2 -2.879 -0.093 -0.115
O3 1.007 0.544 -1.531
H4 0.691 2.133 0.395
C1 0.490 1.121 0.757
H5 -1.215 0.221 1.760
H6 -3.312 -0.129 -0.981
H7 2.269 -1.022 1.060
C2 1.081 0.173 -0.288
C3 -1.618 0.378 -0.318
H8 0.030 -1.845 -1.162
H9 -1.394 -1.843 -0.157
C4 2.328 -0.581 0.067
C5 -0.376 -1.470 -0.225
H10 1.015 0.992 1.704
C6 -1.014 0.928 0.956
H11 0.151 -1.871 0.639
H12 -1.515 1.871 1.197



<iii>
Computed, not measured: 2 unconnected molecules or ions with the total composition C6H12O3, with ωB97M-V/def2-TZVPD.

Its HOMO-LUMO gap is 10.6 eV. The SMILES is OC1(O)CO1.C=C(C)C. As for the total charge: 0.

CARTESIAN COORDINATES (ANGSTROEM)
H1 0.139 -0.315 -2.057
H2 -2.279 0.681 1.158
H3 -1.491 -0.228 -2.714
H4 -2.001 -1.664 0.734
H5 -0.508 -1.973 -0.170
C1 -1.503 -1.534 -0.223
H6 -0.103 0.693 1.259
H7 -1.737 1.925 -0.073
C2 -1.386 -0.089 -0.592
O1 1.604 -0.539 0.041
H8 -2.062 -2.075 -0.985
H9 3.301 0.696 -0.225
O2 2.718 -0.244 2.153
C3 1.783 0.195 1.277
C4 -1.776 0.889 0.226
C5 -0.825 0.179 -1.953
O3 0.658 0.618 1.899
H10 -0.705 1.244 -2.134
C6 2.240 0.728 -0.010
H11 2.274 -0.703 2.880
H12 1.662 1.514 -0.487



Which of them is the least stable? Correct choice: <ii>.



<i>
Computed, not measured: a gas-phase ion, C4H6NO3 (charge -1), with ωB97M-V/def2-TZVPD.

Its HOMO-LUMO gap is 8.2 eV. The SMILES is CCC(=O)NC(=O)[O-]. As for the total charge: -1.

CARTESIAN COORDINATES (ANGSTROEM)
H1 -0.594 -1.160 1.374
C1 0.732 0.140 0.175
C2 0.109 2.665 0.083
C3 0.084 -1.259 0.536
O1 1.932 0.193 0.021
H2 -1.462 -2.198 -0.645
N1 -0.147 1.163 0.318
H3 0.948 -1.754 1.005
O2 -0.588 3.375 0.822
C4 -0.456 -1.789 -0.847
H4 0.268 -2.459 -1.303
H5 -1.118 1.029 0.539
H6 -0.745 -0.885 -1.403
O3 1.039 2.942 -0.676



<ii>
Computed, not measured: a gas-phase ion, C4H6NO3 (charge -1), with ωB97M-V/def2-TZVPD.

Its HOMO-LUMO gap is 7.7 eV. The SMILES is NC(=O)CCC(=O)[O-]. As for the total charge: -1.

CARTESIAN COORDINATES (ANGSTROEM)
O1 0.034 -2.165 -1.865
H1 1.568 2.031 0.757
H2 -0.803 0.655 -0.551
H3 0.228 -1.337 1.299
C1 -0.063 -0.960 -1.751
O2 -0.769 0.927 2.613
C2 0.056 0.790 1.687
H4 -1.599 -0.973 -0.169
N1 0.794 1.962 1.353
H5 0.363 2.680 1.876
O3 0.233 -0.130 -2.581
H6 1.298 -0.245 0.390
C3 -0.712 -0.385 -0.410
C4 0.286 -0.378 0.740



<iii>
Computed, not measured: a gas-phase ion, C4H6NO3 (charge -1), with ωB97M-V/def2-TZVPD.

Its HOMO-LUMO gap is 8.3 eV. The SMILES is NC(=O)CCC(=O)[O-]. As for the total charge: -1.

CARTESIAN COORDINATES (ANGSTROEM)
O1 0.031 -0.917 2.040
C1 -0.666 0.404 -0.773
O2 0.923 2.152 -1.423
H1 1.881 1.893 0.641
O3 -1.704 -2.058 1.213
C2 -0.679 -1.351 1.103
H2 -1.469 0.890 -0.188
H3 -1.247 0.469 -1.721
C3 -0.264 -1.010 -0.409
H4 1.358 0.307 1.124
N1 1.426 1.023 0.411
H5 0.756 -1.345 -0.451
C4 0.561 1.273 -0.651
H6 -0.907 -1.729 -0.914



<iv>
Computed, not measured: a gas-phase ion, C4H6NO3 (charge -1), with ωB97M-V/def2-TZVPD.

Its HOMO-LUMO gap is 8.1 eV. The SMILES is CCC(=O)NC(=O)[O-]. As for the total charge: -1.

CARTESIAN COORDINATES (ANGSTROEM)
C1 -1.823 1.019 -0.568
H1 0.801 0.875 -0.694
O1 2.646 -0.093 0.000
H2 -2.827 0.620 -0.432
C2 -0.874 0.210 0.352
H3 -1.925 -0.136 -2.331
C3 -1.539 0.859 -2.093
C4 1.573 -0.596 0.442
H4 -1.836 2.035 -0.125
O2 -1.366 -0.414 1.271
H5 -2.181 1.633 -2.519
N1 0.420 0.192 -0.064
O3 1.405 -1.501 1.253
H6 -0.504 0.802 -2.399



Which of them is the least stable? Correct choice: <ii>.



<i>
Computed, not measured: 3 unconnected molecules or ions with the total composition C3H10O2S2, with ωB97M-V/def2-TZVPD.

Its HOMO-LUMO gap is 3.9 eV. As for the total charge: 0.

CARTESIAN COORDINATES (ANGSTROEM)
H1 0.227 0.559 -1.260
C1 -1.774 0.610 -0.267
H2 1.144 -0.531 0.332
S1 -4.372 0.207 0.756
H3 -0.646 -0.913 -1.414
C2 -0.444 -0.085 -0.696
H4 -1.520 1.510 0.288
H5 -2.154 -0.368 1.659
S2 3.194 -0.179 -0.113
H6 -2.665 -1.349 0.312
H7 -2.378 0.912 -1.146
H8 5.305 -0.035 -0.533
C3 -2.629 -0.297 0.649
O1 6.269 -0.169 -0.611
O2 0.193 -0.547 0.440
H9 6.509 -0.707 0.135
H10 -4.259 1.381 1.468



<ii>
Computed, not measured: 2 unconnected molecules or ions with the total composition C3H10O2S2, with ωB97M-V/def2-TZVPD.

Its HOMO-LUMO gap is 8.9 eV. The SMILES is OCCCSS.O. As for the total charge: 0.

CARTESIAN COORDINATES (ANGSTROEM)
S1 -0.031 -1.551 1.557
H1 0.340 1.997 -1.893
C1 -1.273 0.775 -0.099
H2 0.894 -0.580 1.520
H3 -0.544 2.645 0.551
S2 -1.746 -0.487 1.148
H4 0.431 1.327 1.125
C2 0.841 1.864 -0.936
H5 -2.196 1.342 -0.215
H6 -1.081 0.223 -1.018
O1 1.624 0.687 -1.128
H7 -0.216 -4.928 -0.518
C3 -0.091 1.707 0.247
H8 -0.295 -3.713 0.435
O2 -0.410 -4.671 0.380
H9 1.498 2.720 -0.753
H10 2.256 0.644 -0.403



Which of them is the least stable? Correct choice: <i>.



<i>
Computed, not measured: 5 unconnected molecules or ions with the total composition C2H15NO4, with ωB97M-V/def2-TZVPD.

Its HOMO-LUMO gap is 9.0 eV. The SMILES is CNC.O.O.O.O. As for the total charge: 0.

CARTESIAN COORDINATES (ANGSTROEM)
O1 -3.402 0.832 -0.420
H1 -2.152 -2.125 -0.038
H2 1.804 1.611 -0.872
C1 -0.023 2.069 0.188
O2 1.077 -1.824 0.625
H3 -0.207 1.006 -2.290
H4 -0.661 -0.228 -1.003
N1 0.955 1.212 -0.426
H5 2.892 -0.567 0.424
H6 -2.468 1.175 -0.370
H7 -0.607 2.758 -0.526
H8 -1.818 -3.255 1.056
H9 2.762 0.823 0.939
O3 -1.748 -2.355 0.810
H10 1.279 -2.750 0.592
O4 3.373 0.285 0.473
H11 0.463 2.885 0.864
C2 0.217 0.364 -1.502
H12 -3.900 0.851 0.472
H13 0.934 -0.370 -1.779
H14 0.152 -1.901 0.803
H15 -0.725 1.497 0.697



<ii>
Computed, not measured: 5 unconnected molecules or ions with the total composition C2H15NO4, with ωB97M-V/def2-TZVPD.

Its HOMO-LUMO gap is 10.5 eV. The SMILES is CCN.O.O.O.O. As for the total charge: 0.

CARTESIAN COORDINATES (ANGSTROEM)
C1 0.681 -0.865 1.602
C2 1.764 -0.292 2.492
N1 0.434 -0.056 0.370
O1 -4.627 0.141 -1.517
H1 -1.080 1.266 0.502
H2 0.983 -1.854 1.266
H3 -2.619 1.274 0.228
H4 -0.253 -0.919 2.135
H5 -1.125 1.795 -1.747
H6 -3.794 -0.129 -1.107
H7 -0.507 2.116 -3.070
H8 1.947 0.771 2.334
H9 -4.329 0.175 -2.437
H10 3.019 -2.707 -1.968
H11 1.458 -0.318 3.540
O2 3.152 -1.933 -1.412
H12 0.830 -0.511 -0.439
H13 2.725 -0.809 2.459
H14 2.454 -1.313 -1.644
O3 -1.843 1.834 0.301
H15 1.066 0.739 0.388
O4 -0.336 1.595 -2.277



Which of them is the least stable? Correct choice: <i>.



<i>
Computed, not measured: 5 unconnected molecules or ions with the total composition C2H15NO4, with ωB97M-V/def2-TZVPD.

Its HOMO-LUMO gap is 10.1 eV. The SMILES is CCN.O.O.O.O. As for the total charge: 0.

CARTESIAN COORDINATES (ANGSTROEM)
H1 -2.101 1.459 4.821
H2 2.695 -0.069 -1.697
O1 -1.200 1.703 -1.659
H3 -1.887 2.420 -1.640
O2 1.749 0.064 -1.886
H4 -0.480 -0.025 0.007
H5 -0.562 2.397 -1.817
H6 1.537 1.814 -2.775
C1 -0.121 -2.643 -0.389
H7 -0.233 -3.726 -0.112
H8 -1.189 -2.361 -0.738
H9 -2.375 0.132 5.519
N1 0.399 -0.420 0.392
H10 0.526 -2.627 -1.290
H11 -0.754 -1.639 1.339
H12 1.857 3.275 -3.532
H13 0.554 0.089 1.306
H14 1.222 -0.017 -0.971
O3 1.336 2.832 -2.824
H15 1.111 -2.015 1.407
C2 0.202 -1.760 0.843
O4 -2.286 1.119 5.695



<ii>
Computed, not measured: 5 unconnected molecules or ions with the total composition C2H15NO4, with ωB97M-V/def2-TZVPD.

Its HOMO-LUMO gap is 9.2 eV. The SMILES is CNC.O.O.O.O. As for the total charge: 0.

CARTESIAN COORDINATES (ANGSTROEM)
H1 2.553 -0.851 -0.325
H2 0.077 -1.622 1.055
H3 2.731 2.949 -1.471
H4 2.282 1.740 -0.823
H5 -0.388 -2.787 -0.688
C1 -1.333 -2.386 -0.233
H6 -2.234 3.445 -2.261
C2 -1.846 -1.794 2.105
H7 -2.227 -3.083 -0.185
H8 -1.029 2.650 -1.963
H9 3.263 -1.341 0.869
H10 -2.843 -1.981 1.805
N1 -0.922 -1.568 0.883
H11 -1.719 -0.764 2.517
O1 -1.875 2.682 -1.758
O2 2.419 -1.241 0.520
H12 -0.096 0.053 -0.322
H13 -1.961 -1.669 -0.865
O3 0.346 1.008 -0.452
H14 -0.163 1.611 0.043
H15 -1.562 -2.591 2.780
O4 2.716 2.588 -0.506



Which of them is the least stable? Correct choice: <ii>.